[1]
{
  "formula": "C50H46GeN2O2PdS2",
  "method": "ωB97M-V with the def2-TZVPD basis set",
  "symbols": ["Pd", "C", "C", "C", "C", "C", "C", "N", "N", "C", "C", "C", "C", "C", "C", "H", "H", "H", "H", "H", "H", "H", "H", "H", "C", "C", "C", "C", "C", "C", "C", "S", "O", "C", "C", "C", "C", "C", "C", "C", "C", "C", "C", "C", "C", "C", "C", "C", "C", "C", "C", "C", "C", "S", "O", "C", "C", "C", "C", "C", "C", "C", "H", "H", "H", "H", "H", "H", "H", "H", "H", "H", "H", "H", "H", "H", "H", "H", "H", "H", "H", "H", "H", "H", "H", "H", "H", "H", "C", "Ge", "C", "C", "C", "H", "H", "H", "H", "H", "H", "H", "H", "H", "H", "H"],
  "xyz": [[0.040, 0.253, -0.682], [-3.419, 0.737, -5.061], [-3.715, 1.915, -4.384], [-3.183, 2.144, -3.131], [-2.344, 1.190, -2.550], [-2.059, 0.007, -3.222], [-2.600, -0.219, -4.473], [-1.758, 1.426, -1.275], [-2.288, 2.277, -0.587], [-1.696, 2.777, 0.557], [-2.547, 3.462, 1.427], [-2.092, 3.873, 2.658], [-0.777, 3.597, 3.037], [0.082, 2.970, 2.157], [-0.337, 2.598, 0.878], [-3.828, 0.564, -6.050], [-4.363, 2.655, -4.837], [-3.394, 3.060, -2.592], [-1.460, -0.751, -2.748], [-2.394, -1.147, -4.991], [-3.566, 3.646, 1.106], [-2.750, 4.407, 3.334], [-0.423, 3.910, 4.012], [1.120, 2.817, 2.422], [7.296, -3.621, 3.435], [5.996, -2.970, 3.045], [4.988, -3.715, 2.430], [3.789, -3.124, 2.063], [3.591, -1.778, 2.352], [4.575, -1.009, 2.955], [5.772, -1.614, 3.293], [1.995, -1.172, 1.908], [2.044, 0.328, 1.525], [1.197, -1.145, 3.511], [1.500, -0.033, 4.321], [0.872, 0.122, 5.516], [-0.121, -0.788, 5.932], [-0.844, -0.590, 7.135], [-1.849, -1.441, 7.488], [-2.171, -2.543, 6.662], [-1.477, -2.774, 5.511], [-0.429, -1.905, 5.114], [0.259, -2.095, 3.878], [-0.182, -3.248, 3.003], [0.084, -4.589, 3.403], [0.780, -4.883, 4.604], [1.058, -6.175, 4.943], [0.664, -7.239, 4.100], [0.011, -6.986, 2.932], [-0.297, -5.656, 2.549], [-0.936, -5.380, 1.318], [-1.175, -4.100, 0.918], [-0.811, -3.044, 1.776], [-1.002, -1.371, 1.156], [-1.133, -1.601, -0.360], [-2.566, -0.924, 1.851], [-2.548, 0.084, 2.807], [-3.720, 0.388, 3.485], [-4.898, -0.305, 3.221], [-6.146, -0.022, 4.015], [-4.888, -1.302, 2.239], [-3.731, -1.624, 1.556], [7.580, -4.390, 2.718], [7.196, -4.104, 4.411], [8.104, -2.893, 3.505], [5.153, -4.767, 2.219], [3.020, -3.700, 1.554], [4.413, 0.047, 3.152], [6.554, -1.021, 3.757], [2.249, 0.676, 3.986], [1.119, 0.957, 6.164], [-0.587, 0.252, 7.770], [-2.401, -1.279, 8.406], [-2.971, -3.213, 6.953], [-1.724, -3.627, 4.890], [1.093, -4.069, 5.248], [1.580, -6.390, 5.867], [0.884, -8.260, 4.388], [-0.276, -7.797, 2.272], [-1.218, -6.210, 0.679], [-1.624, -3.881, -0.042], [-1.621, 0.606, 3.036], [-3.714, 1.173, 4.235], [-6.214, 1.030, 4.288], [-6.132, -0.601, 4.942], [-7.044, -0.303, 3.466], [-5.802, -1.844, 2.020], [-3.730, -2.409, 0.806], [1.351, -0.065, -3.464], [2.244, -0.140, -1.712], [3.481, 1.339, -1.531], [3.194, -1.834, -1.653], [0.625, 2.176, -0.111], [2.197, 0.071, -4.149], [0.653, 0.760, -3.584], [0.847, -1.005, -3.680], [4.297, 1.119, -2.226], [3.886, 1.403, -0.521], [3.026, 2.290, -1.806], [3.744, -1.891, -2.598], [2.523, -2.694, -1.591], [3.898, -1.859, -0.827], [0.516, 2.636, -1.090], [1.650, 2.127, 0.235]],
  "forces_ev_per_angstrom": [[0.1, 1.1, 1.3], [0.0, 0.0, 0.0], [-0.1, 0.0, 0.0], [0.1, 0.2, 0.2], [-0.3, 0.0, -0.5], [0.0, 0.1, 0.2], [-0.1, 0.0, -0.2], [0.6, -1.3, -0.8], [-0.4, 1.5, 0.3], [-0.2, -0.2, 0.6], [-0.2, -0.2, -0.2], [0.0, 0.1, 0.2], [0.0, 0.0, 0.0], [0.2, 0.1, 0.2], [0.1, -0.1, -0.2], [0.0, 0.0, 0.1], [0.1, 0.0, 0.0], [0.0, 0.0, -0.1], [0.2, -0.2, 0.1], [0.0, 0.0, 0.0], [0.0, -0.1, 0.1], [0.0, 0.0, -0.1], [0.0, 0.0, -0.1], [0.0, 0.0, 0.0], [-0.1, 0.0, 0.0], [0.0, -0.1, 0.0], [0.1, 0.0, 0.0], [0.1, 0.0, 0.1], [0.0, 0.1, -0.2], [0.0, 0.1, 0.1], [0.1, 0.0, 0.0], [-0.3, 0.5, 0.0], [0.1, -1.3, -0.6], [-0.4, -0.3, -0.1], [0.3, 0.0, 0.0], [0.1, 0.3, 0.1], [-0.2, -0.2, 0.1], [0.0, 0.0, 0.0], [-0.1, -0.1, 0.0], [0.0, 0.0, 0.1], [-0.1, 0.0, 0.0], [-0.2, 0.1, 0.0], [-0.3, 0.2, -0.5], [0.2, 0.5, -0.7], [0.2, 0.1, -0.1], [0.1, 0.0, 0.0], [0.0, 0.0, 0.0], [0.0, -0.1, 0.0], [-0.1, 0.0, -0.1], [0.0, 0.0, 0.1], [0.0, -0.1, 0.0], [-0.1, 0.1, 0.1], [0.7, 0.1, 0.8], [-0.4, -0.9, 0.3], [-0.1, 0.1, 0.0], [0.1, -0.1, 0.0], [0.1, 0.0, 0.0], [0.0, 0.0, 0.0], [-0.1, 0.0, 0.1], [0.1, 0.0, -0.1], [-0.1, 0.0, 0.0], [0.0, 0.0, -0.1], [0.0, 0.0, 0.0], [0.0, 0.0, 0.0], [0.0, 0.0, 0.0], [0.0, 0.1, 0.0], [0.0, 0.0, 0.1], [0.0, -0.1, 0.0], [0.0, -0.1, 0.0], [-0.1, 0.0, 0.0], [0.0, 0.0, -0.1], [0.0, 0.0, -0.1], [0.0, 0.0, 0.0], [0.0, 0.0, 0.0], [-0.1, 0.1, 0.1], [0.0, -0.1, 0.0], [0.0, 0.0, 0.0], [0.0, 0.1, 0.0], [0.0, 0.0, 0.1], [0.0, 0.0, 0.0], [0.0, 0.0, 0.1], [-0.1, 0.0, 0.0], [0.0, -0.1, 0.0], [0.0, 0.0, 0.0], [0.0, 0.0, 0.0], [0.0, 0.0, 0.0], [0.1, 0.1, 0.0], [0.0, 0.1, 0.1], [-0.5, 0.0, 0.4], [1.1, 0.2, -1.4], [-0.2, 0.2, 0.4], [-0.5, -0.2, 0.7], [0.1, -0.4, -0.7], [0.0, 0.0, 0.1], [0.1, 0.0, -0.1], [0.0, 0.0, -0.1], [-0.1, -0.1, 0.0], [0.0, 0.0, -0.1], [0.0, 0.0, 0.0], [-0.1, 0.2, 0.0], [0.1, 0.1, 0.0], [0.1, -0.1, 0.1], [0.0, 0.3, 0.0], [-0.1, -0.1, 0.0]],
  "total_charge": 2,
  "gap_ev": [4.71, 4.71]
}


[2]
{
  "formula": "C37H39AsBGaN4O6S2",
  "method": "ωB97M-V with the def2-TZVPD basis set",
  "symbols": ["Ga", "C", "C", "N", "C", "C", "N", "C", "O", "O", "C", "O", "O", "H", "H", "H", "H", "H", "S", "C", "C", "C", "C", "C", "C", "As", "C", "C", "C", "C", "C", "C", "C", "C", "C", "C", "C", "C", "H", "H", "H", "H", "H", "H", "H", "H", "H", "H", "H", "H", "H", "H", "N", "C", "S", "N", "C", "C", "C", "C", "C", "C", "H", "H", "H", "H", "H", "H", "H", "H", "C", "C", "C", "O", "B", "O", "C", "C", "C", "H", "H", "H", "H", "H", "H", "H", "H", "H", "H", "H", "H"],
  "xyz": [[0.141, -0.200, -0.102], [-1.786, 0.547, 3.638], [-0.334, 0.386, 3.384], [0.263, 0.336, 2.205], [1.606, 0.253, 2.442], [1.827, 0.230, 3.801], [0.582, 0.314, 4.368], [3.022, 0.145, 4.684], [4.194, 0.072, 4.109], [2.858, 0.145, 5.885], [2.569, 0.239, 1.302], [3.768, 0.092, 1.545], [2.060, 0.398, 0.150], [-2.326, 0.537, 2.693], [-1.972, 1.500, 4.134], [-2.156, -0.238, 4.296], [0.439, 0.338, 5.368], [4.151, 0.070, 3.091], [-0.361, 0.103, -2.346], [-0.291, 1.786, -2.874], [-0.200, 1.983, -4.254], [-0.184, 3.253, -4.788], [-0.264, 4.354, -3.950], [-0.353, 4.166, -2.584], [-0.368, 2.892, -2.020], [-0.488, 2.645, -0.089], [-2.412, 2.864, 0.169], [-3.315, 2.587, -0.849], [-4.672, 2.529, -0.581], [-5.141, 2.758, 0.702], [-4.249, 3.048, 1.722], [-2.892, 3.090, 1.457], [0.232, 4.403, 0.433], [-0.513, 5.464, 0.932], [0.103, 6.669, 1.235], [1.463, 6.829, 1.028], [2.211, 5.780, 0.516], [1.600, 4.573, 0.232], [-0.147, 1.113, -4.892], [-0.114, 3.385, -5.859], [-0.260, 5.354, -4.360], [-0.414, 5.030, -1.932], [-2.947, 2.397, -1.851], [-5.365, 2.278, -1.372], [-6.201, 2.698, 0.910], [-4.612, 3.218, 2.726], [-2.180, 3.295, 2.252], [-1.582, 5.355, 1.077], [-0.484, 7.490, 1.624], [1.940, 7.771, 1.260], [3.269, 5.905, 0.336], [2.179, 3.739, -0.157], [-1.972, -2.480, 2.113], [-2.453, -2.326, 0.852], [-2.688, -0.782, 0.276], [-2.818, -3.471, 0.240], [-2.988, -3.807, -1.111], [-3.330, -5.136, -1.370], [-3.444, -5.594, -2.670], [-3.217, -4.731, -3.728], [-2.890, -3.410, -3.472], [-2.770, -2.939, -2.175], [-1.581, -1.653, 2.533], [-1.600, -3.366, 2.420], [-2.859, -4.281, 0.852], [-3.508, -5.812, -0.544], [-3.698, -6.627, -2.851], [-3.300, -5.086, -4.745], [-2.714, -2.730, -4.288], [-2.490, -1.912, -2.010], [0.468, -5.019, -2.018], [1.255, -3.972, -1.230], [2.574, -3.682, -1.957], [0.527, -2.737, -1.225], [0.532, -2.204, 0.019], [1.044, -3.049, 0.951], [1.422, -4.284, 0.306], [2.846, -4.630, 0.735], [0.455, -5.361, 0.814], [0.416, -4.704, -3.058], [-0.552, -5.113, -1.655], [0.967, -5.985, -1.966], [2.334, -3.336, -2.961], [3.201, -4.567, -2.029], [3.115, -2.883, -1.453], [3.498, -3.767, 0.620], [3.235, -5.459, 0.149], [2.848, -4.910, 1.786], [-0.566, -5.119, 0.530], [0.514, -5.400, 1.901], [0.719, -6.335, 0.414]],
  "forces_ev_per_angstrom": [[0.3, 0.7, 0.3], [-0.1, 0.2, 0.0], [-0.1, 0.0, -0.1], [-0.2, -0.1, -0.2], [0.2, 0.0, 0.6], [0.1, 0.0, -0.5], [0.4, 0.0, 0.0], [-0.1, 0.0, 0.0], [0.3, 0.0, -0.2], [0.0, 0.0, -0.1], [0.1, -0.1, 0.4], [0.3, 0.1, 0.0], [-0.5, 0.0, -0.3], [0.0, -0.1, 0.0], [0.0, 0.0, 0.0], [-0.1, -0.1, 0.0], [0.0, 0.0, -0.1], [-0.3, 0.0, 0.3], [0.0, 0.0, 0.3], [0.0, -0.1, 0.4], [0.0, -0.1, 0.1], [0.0, 0.0, 0.0], [0.0, 0.1, 0.0], [0.0, 0.1, 0.2], [0.0, 0.0, -0.2], [-0.2, 0.4, -0.5], [0.1, -0.1, 0.1], [0.3, 0.0, -0.2], [-0.2, 0.0, 0.0], [-0.1, 0.0, 0.0], [-0.1, 0.0, 0.1], [0.3, 0.0, 0.0], [0.0, -0.2, 0.1], [-0.3, -0.3, 0.0], [0.0, 0.1, 0.0], [0.0, 0.1, 0.0], [0.1, 0.0, 0.0], [0.0, -0.4, 0.0], [0.0, -0.1, -0.1], [0.0, 0.0, -0.1], [0.0, 0.1, 0.0], [0.0, 0.0, 0.0], [0.0, 0.0, 0.0], [0.0, 0.0, 0.0], [0.0, 0.0, 0.0], [0.0, 0.0, 0.1], [-0.1, 0.0, 0.0], [0.0, 0.0, 0.0], [0.0, 0.0, 0.0], [0.0, 0.1, 0.0], [0.1, 0.0, 0.0], [0.1, 0.1, 0.0], [-0.1, -0.3, -0.1], [-0.2, 0.1, 0.6], [-0.1, 0.5, -0.4], [0.2, -0.4, 0.7], [-0.1, -0.1, -0.6], [0.0, 0.2, 0.1], [0.0, 0.1, 0.1], [0.0, 0.0, -0.1], [0.0, -0.2, 0.1], [0.1, 0.1, 0.1], [0.0, -0.1, 0.0], [0.1, 0.1, -0.1], [0.1, 0.2, -0.1], [0.0, -0.1, 0.1], [0.0, -0.1, 0.0], [0.0, 0.0, -0.1], [0.1, 0.1, -0.1], [0.0, 0.0, 0.0], [0.1, 0.4, 0.2], [0.4, -0.4, -0.2], [-0.3, 0.1, 0.2], [-0.3, -0.4, -0.7], [0.0, 0.3, -0.1], [0.2, 0.0, 0.6], [0.0, -0.5, 0.0], [-0.3, 0.2, 0.0], [0.2, 0.4, -0.1], [0.0, 0.0, -0.1], [0.0, -0.1, 0.0], [0.0, -0.1, 0.0], [0.0, 0.0, 0.0], [0.1, -0.1, 0.0], [0.1, 0.0, 0.0], [0.1, 0.0, -0.1], [0.1, -0.1, 0.0], [0.0, 0.0, 0.1], [-0.1, 0.0, -0.1], [0.0, 0.0, 0.1], [0.0, -0.1, 0.0]],
  "total_charge": 0,
  "gap_ev": 7.73
}


Number 1: calculated total energy -141321.9007 eV, molar mass 950.1 g/mol. Number 2: calculated total energy -192815.6245 eV, molar mass 855.3 g/mol.